C31H66FO43PS10Si | ωB97M-V/def2-TZVPD

Structure (ORCA input):
```
! wB97M-V def2-TZVPD RIJCOSX def2/J DEFGRID3
* xyz 0 1
C -3.245 1.332 -8.311
C -2.308 2.262 -7.368
O -2.627 3.466 -7.089
O -1.075 1.683 -6.902
C 0.060 2.279 -7.632
P 1.375 3.035 -6.409
C 2.559 1.568 -6.639
C 2.007 0.148 -6.075
O 1.976 0.047 -4.624
Si 0.431 -0.478 -4.013
C 0.782 -1.212 -2.240
C -0.394 -1.900 -5.010
C -0.836 0.961 -3.727
C 2.579 4.021 -5.293
C 2.229 3.967 -3.705
C 0.891 4.843 -3.410
F 2.208 2.626 -3.139
H -3.320 1.900 -9.331
H -4.327 1.222 -7.920
H -2.701 0.318 -8.461
H -0.322 3.100 -8.374
H 0.542 1.407 -8.240
H 0.336 3.001 -5.410
H 1.482 4.133 -7.370
H 3.620 1.717 -6.222
H 2.686 1.422 -7.793
H 2.777 -0.657 -6.439
H 1.015 -0.108 -6.605
H -0.155 -1.016 -1.571
H 1.727 -0.763 -1.751
H 0.868 -2.362 -2.356
H -0.806 -2.763 -4.370
H -1.252 -1.420 -5.636
H 0.408 -2.252 -5.805
H -1.713 0.951 -4.480
H -0.318 1.991 -3.627
H -1.323 0.759 -2.681
H 3.706 3.773 -5.474
H 2.475 5.149 -5.594
H 3.105 4.530 -3.170
H 1.124 5.832 -2.843
H 0.062 4.223 -2.903
H 0.471 5.143 -4.461
O 1.060 -0.201 2.487
S 1.046 1.238 2.442
O 0.278 2.041 3.353
O 0.692 1.697 0.920
C 1.750 2.506 0.406
C 3.005 2.036 1.128
O 2.584 1.762 2.467
H 1.526 3.551 0.643
H 1.828 2.389 -0.677
H 3.796 2.787 1.119
H 3.383 1.104 0.696
O 4.280 6.961 -0.397
S 4.113 5.981 0.638
O 4.652 4.654 0.551
O 2.529 5.875 0.985
C 2.321 6.175 2.366
C 3.449 7.123 2.748
O 4.594 6.639 2.044
H 2.382 5.240 2.931
H 1.337 6.624 2.515
H 3.635 7.137 3.822
H 3.245 8.140 2.401
O -2.435 -4.851 -1.081
S -3.138 -3.746 -0.486
O -4.364 -3.229 -1.017
O -2.091 -2.517 -0.305
C -2.014 -2.151 1.071
C -2.327 -3.422 1.849
O -3.354 -4.073 1.098
H -2.764 -1.378 1.261
H -1.022 -1.759 1.305
H -2.665 -3.216 2.866
H -1.460 -4.089 1.882
O -4.677 -10.854 -1.973
S -3.405 -10.299 -2.344
O -2.194 -11.068 -2.358
O -3.160 -8.959 -1.460
C -2.981 -7.839 -2.329
C -3.770 -8.175 -3.587
O -3.569 -9.573 -3.790
H -1.913 -7.744 -2.547
H -3.337 -6.925 -1.851
H -3.430 -7.607 -4.455
H -4.841 -8.005 -3.438
O 5.047 12.180 5.323
S 5.010 11.028 4.468
O 3.822 10.252 4.256
O 6.210 10.027 4.915
C 7.084 9.805 3.808
C 6.987 11.064 2.958
O 5.614 11.449 3.019
H 6.722 8.930 3.259
H 8.101 9.619 4.156
H 7.294 10.894 1.925
H 7.584 11.876 3.385
O -0.161 -1.354 4.987
S 1.273 -1.349 4.902
O 1.978 -1.307 3.653
O 1.837 -2.598 5.781
C 2.712 -2.109 6.797
C 2.223 -0.702 7.110
O 1.835 -0.154 5.849
H 3.729 -2.093 6.393
H 2.681 -2.760 7.673
H 2.994 -0.087 7.576
H 1.338 -0.726 7.753
O 4.021 -5.385 -6.408
S 3.320 -4.284 -5.811
O 2.090 -3.761 -6.342
O 4.369 -3.055 -5.624
C 4.440 -2.695 -4.245
C 4.120 -3.970 -3.476
O 3.098 -4.615 -4.236
H 3.689 -1.922 -4.056
H 5.430 -2.306 -4.003
H 3.777 -3.769 -2.461
H 4.987 -4.638 -3.441
O -2.107 0.148 9.920
S -0.840 0.707 9.546
O 0.375 -0.058 9.522
O -0.593 2.045 10.435
C -0.421 3.167 9.571
C -1.215 2.836 8.315
O -1.012 1.439 8.105
H 0.646 3.266 9.349
H -0.776 4.079 10.055
H -0.881 3.408 7.448
H -2.286 3.002 8.470
O -2.870 -4.525 5.975
S -3.511 -5.809 5.936
O -3.820 -6.562 7.116
O -2.675 -6.760 4.916
C -3.535 -7.209 3.869
C -4.585 -6.119 3.714
O -4.862 -5.675 5.042
H -3.990 -8.153 4.183
H -2.967 -7.368 2.951
H -5.495 -6.481 3.232
H -4.187 -5.267 3.150
O -6.831 -5.843 0.139
S -7.030 -4.424 0.248
O -5.966 -3.476 0.100
O -7.797 -4.126 1.652
C -9.028 -3.453 1.389
C -9.453 -3.915 0.002
O -8.242 -4.001 -0.749
H -8.837 -2.376 1.405
H -9.768 -3.702 2.152
H -10.151 -3.223 -0.471
H -9.900 -4.914 0.038
*
```

Output
* SMILES string: CC(=O)OC[PH2](CCO[Si](C)(C)C)C[C@@H](C)F.O=S1(=O)OCCO1.O=S1(=O)OCCO1.O=S1(=O)OCCO1.O=S1(=O)OCCO1.O=S1(=O)OCCO1.O=S1(=O)OCCO1.O=S1(=O)OCCO1.O=S1(=O)OCCO1.O=S1(=O)OCCO1.O=S1(=O)OCCO1
* LUMO energy: 0.00066 hartree
* electronic energy: -9168.19921 Ha

C31H67ClI2N2O9S | ωB97M-V/def2-TZVPD

Structure (ORCA input):
```
! wB97M-V def2-TZVPD RIJCOSX def2/J DEFGRID3
* xyz 0 1
C -4.487 -1.662 -3.886
C -3.374 -0.767 -4.458
N -2.048 -1.369 -4.231
C -1.013 -0.366 -4.032
O 0.155 -0.932 -3.512
C 0.019 -1.462 -2.209
C 1.265 -2.345 -2.018
C 0.999 -3.722 -1.413
C 0.190 -3.703 -0.112
C 1.077 -3.527 1.127
N 0.780 -2.254 1.813
C -0.575 -2.328 2.387
C 1.751 -2.084 2.880
C 1.553 -2.740 4.225
O 2.734 -1.371 2.661
C 0.027 -0.330 -1.140
O 0.591 0.860 -1.670
C 1.937 1.034 -1.370
S 2.244 1.470 0.383
C 2.456 2.113 -2.310
I 1.397 3.964 -2.075
C 3.976 2.266 -2.313
C 4.604 3.193 -1.259
I 4.545 3.001 -4.274
C -1.298 0.023 -0.420
Cl -2.763 -0.662 -1.192
C -1.529 1.527 -0.240
C -2.698 1.779 0.740
H -4.040 -2.600 -3.580
H -4.930 -1.219 -3.000
H -5.268 -1.840 -4.618
H -3.554 -0.566 -5.513
H -3.415 0.186 -3.937
H -1.810 -1.834 -5.097
H -1.387 0.435 -3.394
H -0.725 0.103 -4.975
H -0.850 -2.105 -2.129
H 1.708 -2.491 -3.000
H 2.022 -1.843 -1.419
H 1.947 -4.233 -1.258
H 0.458 -4.328 -2.139
H -0.352 -4.642 -0.042
H -0.560 -2.920 -0.100
H 0.934 -4.364 1.822
H 2.122 -3.557 0.832
H -0.715 -1.556 3.135
H -1.319 -2.168 1.618
H -0.787 -3.307 2.824
H 1.187 -2.011 4.940
H 2.526 -3.076 4.562
H 0.880 -3.589 4.213
H 0.694 -0.657 -0.345
H 2.537 0.147 -1.566
H 2.451 0.257 0.923
H 2.159 1.758 -3.290
H 4.427 1.285 -2.237
H 3.878 3.558 -0.545
H 5.148 4.024 -1.684
H 5.318 2.613 -0.678
H -1.245 -0.395 0.576
H -0.645 1.981 0.186
H -1.771 1.920 -1.221
H -3.607 2.061 0.226
H -2.404 2.544 1.452
H -2.914 0.886 1.321
C 1.858 4.775 2.573
O 1.758 5.988 1.849
C 0.599 6.067 1.035
C -0.457 6.944 1.667
O -0.991 6.355 2.843
C -0.482 6.923 4.035
H 2.684 4.880 3.275
H 0.943 4.565 3.134
H 2.070 3.941 1.900
H 0.195 5.071 0.830
H 0.903 6.512 0.081
H -1.285 7.065 0.960
H -0.046 7.935 1.882
H -0.866 7.940 4.172
H 0.610 6.945 4.036
H -0.824 6.306 4.864
C -5.297 -7.352 -1.468
O -6.623 -6.916 -1.237
C -6.709 -5.542 -0.890
C -7.172 -4.701 -2.056
O -6.200 -4.663 -3.089
C -6.519 -5.497 -4.187
H -5.349 -8.361 -1.874
H -4.781 -6.708 -2.185
H -4.729 -7.380 -0.531
H -5.747 -5.176 -0.520
H -7.440 -5.456 -0.079
H -7.321 -3.673 -1.711
H -8.128 -5.073 -2.437
H -7.368 -5.090 -4.748
H -6.751 -6.515 -3.866
H -5.649 -5.523 -4.842
C 7.038 1.463 3.599
O 6.259 1.566 2.423
C 4.922 1.115 2.595
C 3.958 2.271 2.723
O 4.154 2.991 3.932
C 4.844 4.212 3.748
H 7.984 1.970 3.412
H 6.545 1.936 4.452
H 7.244 0.413 3.836
H 4.842 0.453 3.461
H 4.657 0.535 1.705
H 2.937 1.874 2.744
H 4.048 2.936 1.859
H 4.214 4.939 3.223
H 5.773 4.069 3.189
H 5.083 4.606 4.735
*
```

Output
* SMILES string: CCNCO[C@@H](CCCCN(C)C(C)=O)[C@@H](O[C@H](S)[C@@H](I)[C@H](C)I)[C@H](Cl)CC.COCCOC.COCCOC.COCCOC
* LUMO energy: 0.01396 hartree
* electronic energy: -3461.61202 Ha

- Among the records above, which one has the lowest electronic energy?
  C31H66FO43PS10Si